Entry 1:
Molecular formula: C15H32N9O9P3S2V
Method: DFT, ωB97M-V with the def2-TZVPD basis set

Last column: Mulliken charge in e.
Geometry (Å):
V1 -0.300 1.963 0.110  0.328
S1 1.207 -1.635 -0.990  -0.255
S2 -2.810 1.593 0.319  -0.570
P1 0.174 4.631 1.268  0.561
P2 -0.220 1.092 3.154  0.963
P3 2.310 2.772 0.409  0.409
O1 3.694 3.173 -0.172  -0.538
O2 -0.656 3.887 0.225  -0.250
O3 -0.306 1.923 1.831  -0.090
O4 -0.211 4.485 2.705  -0.743
O5 1.292 2.449 -0.725  -0.295
O6 2.473 1.662 1.377  -0.688
O7 1.723 4.101 1.110  -0.013
O8 0.253 6.117 0.802  -0.498
O9 -0.032 -0.356 3.006  -0.890
N1 -3.621 1.489 -2.239  0.163
N2 -0.208 0.347 -0.191  0.404
N3 -2.103 3.054 3.725  -0.045
N4 -2.414 -3.389 -1.952  -0.477
N5 2.364 0.964 3.790  -0.180
N6 -1.603 -1.287 -0.933  -0.499
N7 2.623 -3.728 -0.751  -0.129
N8 -1.418 2.110 -1.767  0.390
N9 0.321 -4.203 -0.532  0.177
C1 1.168 1.799 4.101  -0.943
C2 -4.605 1.325 -4.466  -1.421
C3 -2.243 2.129 -3.997  -1.102
C4 1.340 -3.406 -0.724  0.788
C5 0.008 -6.575 -1.245  -1.013
C6 -3.460 1.661 -3.580  0.752
C7 0.273 -5.620 -0.091  -0.504
C8 -2.633 1.724 -1.351  0.013
C9 -1.760 1.611 3.982  -0.746
C10 -2.002 -2.418 -1.482  0.548
C11 3.956 -5.427 0.486  -1.008
C12 -1.218 2.365 -3.070  1.098
C13 -0.428 -0.910 -0.643  0.475
C14 3.301 -5.045 -0.829  -0.380
C15 0.066 2.939 -3.546  -1.429
H1 -0.069 -7.591 -0.860  0.360
H2 3.767 3.924 -0.773  0.349
H3 1.365 2.835 3.823  0.337
H4 2.590 -5.787 -1.164  0.058
H5 -0.592 -3.853 -0.788  -0.181
H6 -1.671 1.432 5.053  0.496
H7 -4.424 1.671 -5.479  0.384
H8 0.801 -6.551 -1.991  0.286
H9 -0.122 3.973 -3.851  0.386
H10 -2.070 2.322 -5.045  0.494
H11 -0.549 -5.666 0.623  0.385
H12 4.458 -6.388 0.377  0.356
H13 -2.548 0.955 3.612  0.376
H14 -2.339 3.541 4.592  0.421
H15 0.934 1.747 5.165  0.635
H16 3.164 1.198 4.380  0.399
H17 0.410 2.406 -4.433  0.486
H18 0.836 2.933 -2.783  0.114
H19 4.049 -4.944 -1.615  0.391
H20 2.135 -0.031 3.889  0.374
H21 1.182 -5.852 0.452  0.182
H22 0.545 6.765 1.452  0.358
H23 -5.532 1.767 -4.097  0.415
H24 -1.301 3.624 3.246  0.060
H25 3.264 -2.945 -0.757  0.273
H26 2.592 1.136 2.781  0.353
H27 -4.515 1.173 -1.877  0.354
H28 -2.914 3.132 3.108  0.385
H29 4.706 -4.692 0.779  0.364
H30 3.225 -5.513 1.291  0.260
H31 -0.930 -6.327 -1.742  0.374
H32 -4.744 0.241 -4.492  0.354

Calculated values
Kohn-Sham gap (alpha / beta), eV: 7.372 / 7.375
Largest force on an atom, hartree/bohr: 0.0739
HOMO (alpha / beta), eV: -16.785 / -16.785
Net charge: +3
Energy relative to the best compared isomer or geometry (same formula, charge and spin), kcal/mol: 0.0
E_LUMO (alpha / beta), eV: -9.412 / -9.410

=====

Entry 2:
Molecular formula: C15H33AlBr3ClFN3NaO8
Method: DFT, ωB97M-V with the def2-TZVPD basis set

Last column: Mulliken charge in e.
Geometry (Å):
Br1 -3.304 -2.356 2.166  0.095
Br2 -4.056 -2.651 -0.105  -0.176
Br3 5.633 -0.728 1.967  -0.794
Cl1 0.107 -4.869 -0.771  -0.654
Al1 -1.240 -2.011 -3.041  0.254
Na1 5.214 -0.662 -4.983  0.920
F1 4.264 1.317 -5.036  -0.548
O1 3.585 3.463 -1.456  -0.687
O2 0.255 -0.207 -0.173  -0.482
O3 -5.161 0.552 2.709  -0.277
O4 3.379 4.468 -3.460  -0.549
O5 -1.013 -4.006 3.258  -0.710
O6 2.515 5.449 -1.615  -0.679
O7 0.373 -1.633 -1.824  -0.509
O8 -0.629 -3.536 1.084  -0.513
N1 3.621 -1.722 -1.308  0.172
N2 -6.796 0.455 5.097  -0.761
N3 -0.244 -1.039 -0.863  1.152
C1 -0.426 -3.422 2.338  0.479
C2 0.682 -2.427 2.722  -0.706
C3 -5.168 1.824 2.095  -0.764
C4 2.108 0.502 -4.369  -0.753
C5 -5.573 2.559 5.165  -1.433
C6 -5.450 1.038 5.131  0.296
C7 1.029 0.913 -3.379  -0.666
C8 3.122 4.487 -2.044  0.601
C9 3.686 -1.576 -2.789  -1.245
C10 4.341 0.462 -1.616  -1.331
C11 4.669 -0.773 -0.770  -0.883
C12 3.455 0.922 -3.886  1.444
C13 -1.652 -1.461 -0.671  -0.968
C14 4.264 -0.155 -3.055  0.075
C15 -4.570 0.503 3.992  -0.585
H1 -6.283 2.935 4.430  0.292
H2 -4.609 3.040 4.991  0.343
H3 3.863 3.635 -3.470  0.441
H4 -2.079 -0.899 0.148  0.501
H5 3.862 -2.657 -0.990  0.410
H6 3.386 1.797 -3.248  -0.590
H7 -4.973 0.732 6.066  0.419
H8 -4.384 -0.556 4.184  0.247
H9 -4.259 2.389 2.322  0.342
H10 4.474 -2.256 -3.125  0.627
H11 2.688 -1.417 -1.027  -0.058
H12 -5.224 1.670 1.017  0.251
H13 -5.935 2.882 6.142  0.354
H14 -1.635 -2.536 -0.448  0.549
H15 -6.720 -0.553 5.196  0.283
H16 -2.212 -1.247 -1.633  0.124
H17 0.806 -2.373 3.802  0.330
H18 -7.159 0.581 4.156  0.330
H19 1.914 1.066 -5.280  0.441
H20 -3.589 0.997 3.979  0.414
H21 2.802 -1.930 -3.303  0.381
H22 2.023 -0.545 -4.657  0.305
H23 1.629 -2.739 2.277  0.211
H24 0.098 0.520 -3.803  0.149
H25 5.660 -1.076 -1.084  0.420
H26 1.199 0.483 -2.405  0.026
H27 -6.049 2.398 2.391  0.243
H28 5.104 1.221 -1.703  0.666
H29 4.525 -0.572 0.385  0.174
H30 0.436 -1.429 2.349  0.066
H31 5.309 -0.131 -3.462  0.508
H32 0.935 1.992 -3.350  0.386
H33 3.380 0.899 -1.361  0.596

Calculated values
Kohn-Sham gap, eV: 2.784
Largest force on an atom, hartree/bohr: 0.0637
HOMO, eV: -4.074
Net charge: -1
E_LUMO, eV: -1.290

=====

Entry 3:
Molecular formula: C15H33BrFN5O3
Method: DFT, ωB97M-V with the def2-TZVPD basis set

Last column: Mulliken charge in e.
Geometry (Å):
Br1 -0.047 -4.046 -2.423  -0.025
F1 -2.953 0.949 2.942  -0.299
O1 3.901 3.567 3.754  -0.877
O2 1.692 2.615 -1.956  -0.450
O3 1.774 2.638 0.371  -0.524
N1 -2.721 -1.478 -0.901  -0.373
N2 -0.422 -3.220 3.021  -0.795
N3 0.284 -4.092 0.904  -0.646
N4 -0.635 -1.321 -2.788  0.044
N5 1.234 -1.962 1.839  -0.539
C1 -1.033 0.020 -2.228  -0.257
C2 -2.582 1.035 -0.263  -1.020
C3 3.905 0.289 -1.097  -0.699
C4 0.169 0.732 -1.450  -0.184
C5 2.366 2.400 -0.709  0.529
C6 -0.315 -2.211 -1.623  -0.826
C7 3.858 1.833 -0.593  -0.398
C8 -2.412 -0.104 -1.412  -0.466
C9 -3.717 1.693 1.953  -0.361
C10 -1.090 -1.869 0.950  -1.282
C11 0.282 2.307 -1.829  -0.403
C12 0.010 -2.822 1.635  0.849
C13 3.484 4.063 2.592  -0.176
C14 -1.507 -2.266 -0.545  0.105
C15 -3.931 0.799 0.615  -0.578
H1 4.168 1.887 0.505  0.285
H2 -3.249 0.139 -2.171  0.526
H3 -1.081 -2.536 3.414  0.332
H4 3.337 -0.317 -0.306  -0.002
H5 0.743 -4.733 1.573  0.331
H6 -0.174 2.506 -2.867  0.292
H7 -0.738 -0.796 1.086  0.184
H8 0.161 -1.267 -3.456  0.445
H9 -0.906 -4.126 2.870  0.295
H10 1.046 -3.852 0.239  0.225
H11 0.698 -1.971 -1.133  0.319
H12 -0.268 2.960 -1.077  0.314
H13 2.598 3.584 2.127  -0.089
H14 -2.048 -1.968 1.583  0.382
H15 1.395 -1.408 0.987  -0.005
H16 -3.294 -1.959 -1.620  0.407
H17 2.046 -2.532 2.101  0.310
H18 4.524 2.505 -1.231  0.327
H19 -4.875 1.115 0.068  0.410
H20 4.206 4.040 1.739  0.004
H21 -1.844 -3.366 -0.499  0.841
H22 -2.714 2.035 -0.793  0.523
H23 1.143 0.266 -1.863  -0.336
H24 -4.731 2.023 2.358  0.311
H25 -1.262 0.687 -3.142  0.577
H26 3.175 5.133 2.576  0.278
H27 -1.437 -1.706 -3.333  0.485
H28 -3.963 -0.286 0.997  0.248
H29 -3.050 2.596 1.696  0.275
H30 -1.730 1.039 0.488  0.312
H31 4.978 -0.073 -1.235  0.419
H32 3.364 0.275 -2.115  0.164
H33 0.191 0.558 -0.328  0.259

Calculated values
Kohn-Sham gap, eV: 1.559
Largest force on an atom, hartree/bohr: 0.0920
HOMO, eV: -3.408
E_LUMO, eV: -1.848

=====

Entry 4:
Molecular formula: C15H33BrN5O10P2S
Method: DFT, ωB97M-V with the def2-TZVPD basis set

Last column: Mulliken charge in e.
Geometry (Å):
Br1 4.669 -2.129 -1.073  -0.020
S1 1.592 -1.959 6.998  -0.245
P1 0.914 -4.188 2.229  0.780
P2 6.085 -3.009 0.400  0.340
O1 7.443 -2.186 0.124  -0.444
O2 -2.992 1.945 -1.654  -0.116
O3 -3.438 -1.538 -1.054  -0.235
O4 0.254 -4.134 3.664  -0.462
O5 -4.292 0.700 0.842  -0.481
O6 -0.035 -3.263 1.361  -0.242
O7 0.723 1.216 -3.077  -0.526
O8 1.340 -5.456 1.678  -0.630
O9 1.895 1.151 -0.247  -0.380
O10 -0.405 3.582 -1.481  -0.421
N1 2.449 -2.101 3.407  1.075
N2 3.702 -1.564 3.274  -0.231
N3 1.508 -1.566 4.259  -0.995
N4 5.511 -2.025 1.780  -0.227
N5 3.501 -3.248 1.875  -0.376
C1 -2.945 1.054 0.587  -0.622
C2 -5.020 0.053 -0.191  -0.286
C3 -4.671 -1.405 -0.371  -0.635
C4 1.619 -1.785 5.482  0.687
C5 -0.604 4.929 -1.851  -0.854
C6 4.311 -2.279 2.304  0.337
C7 -1.107 2.676 -2.311  0.394
C8 2.365 -3.114 2.546  0.160
C9 -0.457 1.314 -2.293  -0.027
C10 1.910 1.799 -2.576  -0.519
C11 2.070 0.075 0.623  -0.545
C12 2.573 0.990 -1.487  -0.415
C13 -2.775 -2.747 -0.789  -0.671
C14 -2.765 2.268 -0.296  -0.313
C15 -3.340 3.067 -2.433  -1.232
H1 0.006 5.541 -1.191  0.251
H2 2.577 -0.066 -1.780  0.124
H3 -0.283 0.995 -1.262  -0.034
H4 -2.586 -2.867 0.286  0.239
H5 1.753 2.828 -2.243  0.180
H6 -0.298 5.105 -2.888  0.380
H7 -0.674 -4.410 3.680  0.331
H8 3.126 -0.047 0.915  0.297
H9 -2.141 2.571 -1.953  -0.571
H10 -3.332 -3.620 -1.147  0.376
H11 -6.062 0.101 0.130  0.413
H12 -3.539 2.713 -3.442  0.317
H13 3.975 -0.741 3.790  0.216
H14 -1.155 0.613 -2.754  0.337
H15 7.677 -1.426 0.663  0.324
H16 -1.653 5.228 -1.742  0.315
H17 -4.616 -1.887 0.614  0.355
H18 -1.139 3.047 -3.343  0.512
H19 3.613 1.325 -1.371  0.444
H20 -1.821 -2.707 -1.315  0.199
H21 2.597 1.814 -3.426  0.431
H22 -5.469 -1.891 -0.948  0.398
H23 1.475 0.279 1.515  0.344
H24 -4.928 0.585 -1.140  0.091
H25 0.433 -2.703 0.729  0.317
H26 -3.453 3.057 0.032  0.525
H27 1.730 -0.868 0.169  0.254
H28 -1.736 2.638 -0.174  0.457
H29 -2.537 1.310 1.569  0.415
H30 -2.376 0.211 0.184  0.208
H31 -2.527 3.803 -2.468  0.315
H32 6.010 -1.211 2.105  0.282
H33 -4.237 3.559 -2.042  0.332

Calculated values
Kohn-Sham gap, eV: 4.637
Largest force on an atom, hartree/bohr: 0.1909
HOMO, eV: -8.968
Net charge: +1
E_LUMO, eV: -4.332

=====

What is the formula in the fourth record?
C15H33BrN5O10P2S